Record 1
97
Properties=species:S:1:pos:R:3:forces:R:3 method="wB97M-V/def2-TZVPD" smiles="N=[PH2][C@]1(Cl)OC(=O)O[C@@H]1CCCN.BrCCBr.BrCCBr.BrCCBr.BrCCBr.BrCCBr.BrCCBr.BrCCBr.BrCCBr.BrCCBr" largest_force_ev_per_a=0.8 orbital_gap_ev=8.93 homo_energy_ev=-8.66
N 0.577 0.314 -1.861 -0.1 -0.1 0.1
P -0.756 -0.393 -2.188 0.7 0.4 0.4
C -1.095 -1.939 -1.183 -0.3 -0.2 -0.5
Cl -0.880 -1.508 0.498 0.0 0.0 0.2
O -0.072 -2.850 -1.626 0.1 0.3 -0.2
C -0.624 -3.521 -2.691 -0.2 0.0 0.6
O -0.017 -3.900 -3.627 0.4 -0.5 -0.3
O -1.944 -3.660 -2.491 -0.2 0.5 -0.4
C -2.336 -2.822 -1.384 0.0 -0.3 0.8
C -3.745 -2.264 -1.501 0.0 -0.2 -0.5
C -4.248 -1.870 -2.897 0.3 0.1 0.0
C -4.077 -0.422 -3.362 -0.2 0.0 0.0
N -4.500 0.585 -2.391 -0.1 0.0 -0.1
H 1.142 -0.088 -1.124 0.1 0.1 0.0
H -1.893 0.413 -2.037 -0.1 -0.2 0.0
H -0.888 -0.854 -3.514 -0.2 -0.2 0.0
H -2.333 -3.470 -0.501 0.0 0.0 0.0
H -4.393 -3.074 -1.169 0.1 0.0 0.1
H -3.862 -1.471 -0.759 0.1 0.0 0.0
H -5.313 -2.107 -2.945 0.0 0.0 0.1
H -3.765 -2.531 -3.617 -0.2 0.1 -0.1
H -4.693 -0.319 -4.261 0.1 0.0 -0.1
H -3.055 -0.234 -3.701 0.0 0.1 0.1
H -3.768 1.208 -2.087 0.0 0.0 0.0
H -4.954 0.192 -1.577 0.0 0.0 0.0
Br 2.894 -1.694 0.871 0.1 0.0 0.0
C 3.080 -2.379 2.685 0.0 0.1 -0.1
C 1.742 -2.489 3.366 0.0 0.0 0.0
Br 1.007 -0.743 3.781 -0.2 0.0 0.0
H 3.750 -1.694 3.196 0.0 0.0 0.0
H 3.546 -3.359 2.604 0.0 0.0 -0.1
H 1.825 -3.030 4.307 0.0 0.1 0.0
H 1.010 -2.972 2.725 0.0 -0.1 0.0
Br 5.199 -3.169 -2.838 0.0 0.0 0.0
C 3.688 -4.386 -2.752 0.0 0.0 0.0
C 3.383 -4.809 -1.340 0.0 0.0 0.0
Br 4.680 -6.085 -0.647 0.0 0.0 0.0
H 3.932 -5.230 -3.389 0.0 0.0 0.0
H 2.840 -3.843 -3.166 0.0 0.0 0.0
H 2.420 -5.313 -1.296 0.0 0.0 0.0
H 3.390 -3.966 -0.658 0.0 0.0 0.0
Br 2.254 3.030 2.283 0.0 0.0 0.0
C 1.539 3.982 3.821 0.1 -0.1 -0.1
C 0.791 3.066 4.751 0.0 0.0 0.0
Br -0.934 2.544 4.022 0.0 0.0 0.0
H 0.904 4.773 3.432 0.0 0.0 0.0
H 2.393 4.418 4.333 0.0 0.0 0.0
H 0.582 3.567 5.693 0.0 0.0 0.0
H 1.338 2.146 4.935 0.0 0.0 0.0
Br -5.232 0.357 1.334 0.0 0.0 0.0
C -7.047 -0.294 1.583 0.1 0.0 0.0
C -7.098 -1.799 1.608 0.0 -0.1 0.0
Br -6.870 -2.554 -0.167 -0.2 0.0 0.1
H -7.644 0.124 0.779 0.0 0.0 0.0
H -7.381 0.108 2.537 0.0 0.0 0.0
H -8.067 -2.146 1.961 0.0 0.0 0.0
H -6.311 -2.219 2.226 0.0 0.0 0.0
Br -6.287 -2.415 -6.179 0.0 0.0 0.0
C -5.799 -4.213 -6.730 0.0 0.0 0.0
C -6.042 -5.222 -5.638 0.0 0.0 0.1
Br -4.718 -5.078 -4.226 0.0 -0.2 0.0
H -4.754 -4.174 -7.021 0.0 0.0 0.0
H -6.415 -4.441 -7.598 0.0 0.0 0.0
H -5.958 -6.232 -6.032 0.0 0.0 0.0
H -7.013 -5.091 -5.171 0.0 0.0 0.0
Br 5.237 9.238 5.200 0.0 0.0 0.0
C 4.673 7.724 4.125 0.1 0.0 0.0
C 3.187 7.699 3.898 0.0 -0.1 0.0
Br 2.200 7.132 5.477 0.0 0.1 0.1
H 5.027 6.831 4.632 0.0 0.0 0.0
H 5.184 7.832 3.172 0.0 0.0 0.0
H 2.944 6.976 3.120 0.0 0.0 0.0
H 2.796 8.674 3.626 0.0 0.0 0.0
Br 2.207 -1.820 7.388 0.0 0.0 0.0
C 0.620 -2.679 8.102 0.0 0.1 0.0
C 0.708 -4.181 8.051 0.0 0.0 0.0
Br 0.473 -4.875 6.251 0.0 0.0 0.0
H -0.221 -2.298 7.529 0.0 0.0 0.0
H 0.541 -2.348 9.135 0.0 0.0 0.0
H -0.088 -4.623 8.645 0.0 0.0 0.0
H 1.670 -4.544 8.398 0.0 0.0 0.0
Br 5.354 9.800 1.035 0.0 0.0 0.0
C 6.571 8.878 -0.168 0.0 0.0 0.0
C 6.090 7.493 -0.514 0.0 0.0 0.0
Br 6.315 6.245 0.958 0.0 0.0 0.0
H 7.538 8.866 0.324 0.0 0.0 0.0
H 6.622 9.489 -1.066 0.0 0.0 0.0
H 6.672 7.089 -1.339 0.0 0.0 0.0
H 5.035 7.480 -0.770 0.0 0.0 0.0
Br 0.382 1.848 -5.041 0.0 0.1 0.0
C 2.103 1.802 -5.942 -0.1 0.0 0.0
C 2.881 0.546 -5.649 0.0 0.0 0.1
Br 3.665 0.557 -3.877 0.0 0.0 0.0
H 2.639 2.692 -5.625 0.0 0.0 0.0
H 1.877 1.867 -7.003 0.0 0.0 0.0
H 3.713 0.462 -6.345 0.0 0.0 0.0
H 2.259 -0.342 -5.715 0.0 0.0 0.0



Record 2
91
Properties=species:S:1:pos:R:3:forces:R:3 method="wB97M-V/def2-TZVPD" largest_force_ev_per_a=4.1 charge=+1 orbital_gap_ev="8.75 / 2.46" homo_energy_ev="-11.78 / -11.78" multiplicity=2
C 32.516 -6.006 -9.958 0.7 0.4 1.1
C 33.364 -5.899 -8.650 -0.6 0.5 0.0
C 34.432 -6.917 -8.722 0.9 -1.8 0.5
S 34.766 -7.377 -10.445 1.5 3.2 0.8
O 34.432 -8.739 -10.691 -0.5 -1.3 -0.5
O 36.118 -6.894 -10.777 -1.6 -0.6 -0.2
C 33.454 -6.211 -11.141 1.3 -1.3 0.4
H 31.859 -5.136 -9.953 -0.1 -0.2 -0.7
H 31.949 -6.927 -9.826 -0.4 0.1 -0.2
H 32.750 -6.097 -7.771 -0.2 -0.1 -0.1
H 33.823 -4.936 -8.427 -0.2 0.3 -0.6
H 34.122 -7.872 -8.298 -0.2 -0.1 0.1
H 35.324 -6.622 -8.170 0.2 -0.1 -0.5
H 33.040 -6.776 -11.976 -0.2 0.3 0.0
H 34.144 -5.436 -11.474 -0.7 0.6 0.0
C 28.540 -5.737 -8.434 0.7 1.1 0.4
C 27.738 -5.919 -7.095 0.1 -0.3 -2.1
C 27.131 -4.563 -6.784 1.9 0.5 1.3
S 28.468 -3.284 -7.107 -1.5 -0.4 0.1
O 29.096 -2.999 -5.797 -0.6 0.0 -2.3
O 27.848 -2.242 -7.978 1.8 -1.8 1.7
C 29.554 -4.490 -8.110 -2.0 -0.1 0.0
H 27.860 -5.621 -9.278 0.0 0.9 0.1
H 29.115 -6.598 -8.774 0.3 -0.2 0.6
H 28.441 -6.433 -6.440 -0.2 0.8 0.8
H 26.853 -6.551 -7.159 0.3 -0.5 -0.5
H 27.011 -4.546 -5.701 -0.5 0.6 -0.1
H 26.237 -4.308 -7.353 0.2 -0.1 0.0
H 30.377 -4.811 -7.472 -0.2 0.0 0.1
H 29.925 -3.867 -8.924 -0.2 -0.4 -0.2
C 30.018 -6.838 -1.931 1.2 -0.7 0.3
C 29.011 -7.657 -2.743 -1.3 2.2 -1.1
C 29.710 -8.596 -3.663 2.2 -0.7 -0.4
S 31.405 -7.799 -4.039 1.2 -0.1 2.0
O 31.550 -7.260 -5.383 -0.7 -0.4 0.4
O 32.479 -8.654 -3.523 -1.2 0.4 -0.8
C 31.262 -6.446 -2.802 -1.1 -0.5 0.1
H 30.230 -7.571 -1.152 1.1 0.3 0.3
H 29.658 -5.961 -1.393 -0.5 -0.1 -0.4
H 28.461 -6.947 -3.362 -0.5 0.0 0.0
H 28.310 -8.144 -2.066 0.0 -0.1 -0.2
H 29.390 -8.880 -4.666 -0.8 0.4 0.2
H 29.889 -9.520 -3.113 0.6 -0.1 -0.2
H 31.120 -5.495 -3.315 -0.2 -0.1 -0.1
H 32.202 -6.389 -2.253 -0.1 -0.3 -0.1
C 39.920 -10.697 -12.854 1.5 1.8 -0.2
C 39.149 -9.481 -13.350 -2.8 -0.5 -0.3
C 37.851 -9.475 -12.504 1.4 -0.4 0.8
S 37.333 -11.279 -12.466 -1.9 2.9 2.2
O 36.629 -11.419 -13.733 0.3 -0.7 0.2
O 36.584 -11.590 -11.189 2.2 0.1 -3.1
C 39.055 -11.843 -12.545 -1.5 -2.5 0.4
H 40.371 -10.421 -11.901 0.5 0.2 -0.2
H 40.679 -10.904 -13.608 0.2 -0.4 0.4
H 38.704 -9.649 -14.331 0.9 0.0 -0.7
H 39.616 -8.498 -13.294 0.3 -0.4 0.0
H 37.082 -8.794 -12.867 -0.2 -0.4 0.2
H 38.259 -9.148 -11.547 -1.0 -0.2 0.6
H 39.115 -12.693 -13.225 -0.2 0.2 -0.4
H 39.222 -12.316 -11.578 0.1 0.3 0.2
C 35.603 -4.315 -14.752 1.6 -0.6 -1.2
C 36.905 -3.700 -14.195 -0.1 0.7 1.9
C 37.979 -3.694 -15.249 -0.8 -0.9 -1.2
S 37.067 -3.257 -16.771 -0.2 -0.4 0.0
O 37.420 -4.310 -17.725 -0.6 1.1 0.4
O 37.191 -1.834 -17.086 -0.3 -1.7 0.3
C 35.305 -3.623 -16.052 0.7 1.2 -1.6
H 34.823 -4.703 -14.097 -0.2 1.1 0.3
H 35.990 -5.261 -15.132 0.1 -0.6 0.0
H 37.192 -4.317 -13.343 0.3 0.1 0.1
H 36.842 -2.672 -13.837 -0.7 0.0 0.2
H 38.232 -4.740 -15.419 0.5 0.1 -0.3
H 38.878 -3.079 -15.205 -0.4 0.1 0.5
H 34.796 -4.202 -16.822 0.1 -0.2 0.1
H 34.873 -2.623 -16.099 -0.2 0.0 0.7
Br 36.386 -8.566 -18.159 -0.3 -0.2 0.4
C 35.834 -8.031 -16.356 1.5 -0.6 -0.2
C 34.498 -8.612 -15.989 -0.5 0.1 -1.1
Br 33.867 -7.664 -14.442 -0.5 -0.3 0.7
H 36.018 -6.957 -16.390 -0.8 -0.1 0.3
H 36.541 -8.477 -15.655 0.3 0.2 -0.2
H 34.535 -9.659 -15.688 0.3 0.1 -0.1
H 33.756 -8.484 -16.777 0.0 0.1 0.2
Br 32.113 -10.699 -13.766 -0.1 -0.1 -0.1
C 31.863 -12.021 -12.310 0.0 -0.8 0.8
C 32.811 -11.608 -11.207 0.5 1.0 -0.4
Br 32.535 -12.604 -9.572 -0.1 0.3 -0.5
H 32.073 -13.021 -12.691 0.1 0.3 -0.5
H 30.832 -11.991 -11.957 0.0 0.4 -0.4
H 32.647 -10.536 -11.100 0.0 -0.1 1.0
H 33.861 -11.677 -11.492 0.0 -0.4 0.0



Record 3
86
Properties=species:S:1:pos:R:3:forces:R:3 method="wB97M-V/def2-TZVPD" smiles="CCOC(C)=O.CCOC(C)=O.CCOC(C)=O.CC(C)=O.CC(C)=O.BrCCBr.BrCCBr.BrCCBr" largest_force_ev_per_a=1.2 orbital_gap_ev=9.76 homo_energy_ev=-9.47
C -4.385 -1.484 -1.268 0.2 0.5 0.7
C -3.631 -2.786 -1.234 -0.3 -0.7 -0.1
O -4.159 -3.851 -1.471 0.1 0.3 0.1
C -2.155 -2.705 -0.886 0.1 0.6 -0.5
H -3.885 -0.809 -0.569 -0.2 0.2 -0.1
H -5.427 -1.566 -0.965 0.0 -0.3 -0.2
H -4.344 -1.024 -2.253 0.1 -0.1 -0.1
H -1.832 -1.660 -0.905 0.1 -0.1 0.1
H -1.586 -3.251 -1.639 0.0 -0.1 0.1
H -1.919 -3.124 0.091 -0.2 -0.1 0.1
C 2.944 -0.082 -5.771 0.4 0.2 0.9
C 2.469 1.129 -4.998 0.1 -0.5 0.3
O 1.485 1.730 -5.338 -0.6 0.5 -0.3
C 3.168 1.494 -3.709 0.0 -0.3 0.5
H 3.703 0.239 -6.487 -0.2 -0.1 -0.2
H 2.090 -0.583 -6.209 0.1 0.1 -0.4
H 3.420 -0.772 -5.070 0.0 -0.1 -0.1
H 2.449 1.979 -3.049 0.0 0.2 -0.1
H 4.017 2.167 -3.831 0.0 0.0 -0.2
H 3.512 0.589 -3.199 0.1 0.1 -0.1
O -3.311 0.836 1.353 0.1 0.2 -0.1
C -3.001 0.499 2.471 0.4 -0.1 -0.2
O -3.873 0.058 3.376 0.1 0.0 0.2
C -5.264 0.108 3.003 -0.4 -0.2 0.8
C -5.891 1.420 3.465 0.0 0.3 -0.3
C -1.577 0.469 2.994 -0.8 -0.1 0.1
H -5.698 -0.731 3.547 0.0 -0.1 -0.2
H -5.358 -0.051 1.938 0.0 0.0 -0.1
H -6.525 1.845 2.684 0.1 0.0 -0.1
H -5.091 2.133 3.674 -0.2 0.0 -0.1
H -6.522 1.350 4.349 0.2 -0.3 0.1
H -1.381 -0.554 3.316 0.3 0.0 -0.1
H -1.493 1.111 3.871 0.1 0.0 0.0
H -0.919 0.788 2.200 0.3 0.0 -0.1
O 2.370 2.316 4.387 0.0 0.7 0.5
C 2.351 1.407 3.613 -0.1 -0.3 -0.7
O 2.137 0.138 3.984 -0.1 -0.4 -0.1
C 1.964 -0.082 5.396 -0.3 -0.2 0.0
C 1.501 -1.516 5.597 0.3 0.3 0.1
C 2.621 1.521 2.133 1.0 0.5 -0.1
H 1.217 0.616 5.773 0.1 0.1 0.0
H 2.907 0.128 5.901 0.0 0.0 0.0
H 1.683 -1.793 6.636 -0.1 0.0 0.0
H 2.070 -2.199 4.968 0.0 0.0 0.0
H 0.438 -1.608 5.387 0.0 -0.1 -0.1
H 3.526 0.946 1.912 -0.3 -0.3 0.0
H 2.910 2.544 1.895 -0.3 0.1 0.2
H 1.823 1.237 1.455 -0.2 -0.3 0.2
O 1.540 -1.176 -2.759 -0.5 -0.1 -0.3
C 1.326 -0.744 -1.654 0.9 0.4 -0.1
O 0.436 0.190 -1.337 -0.3 0.0 0.2
C -0.281 0.953 -2.328 -0.3 -0.3 -0.6
C -0.443 2.318 -1.736 -0.3 1.0 -0.1
C 2.243 -1.011 -0.489 -0.3 -0.1 -0.4
H -1.241 0.485 -2.563 0.0 -0.1 0.4
H 0.231 0.957 -3.295 0.4 0.1 0.3
H -0.941 2.310 -0.767 0.1 -0.3 0.1
H -1.068 2.978 -2.349 0.1 -0.3 -0.2
H 0.506 2.846 -1.625 0.1 -0.2 0.1
H 3.051 -0.290 -0.644 0.0 0.0 0.3
H 2.682 -1.997 -0.583 -0.1 -0.1 0.2
H 1.737 -0.833 0.455 0.2 -0.1 0.1
Br -2.951 -1.564 -4.553 -0.1 -0.1 0.0
C -1.623 -2.445 -5.668 0.1 0.4 -0.1
C -0.341 -2.502 -4.905 0.5 -0.3 0.0
Br 1.007 -3.290 -6.082 0.0 -0.2 0.0
H -1.508 -1.825 -6.551 -0.1 -0.1 -0.1
H -1.982 -3.434 -5.920 -0.2 0.0 0.0
H -0.420 -3.149 -4.039 0.1 0.0 0.1
H 0.081 -1.545 -4.631 -0.2 0.1 0.1
Br 6.280 -2.894 3.183 0.0 -0.1 0.0
C 5.312 -3.117 1.502 -0.3 0.2 0.5
C 6.263 -2.933 0.370 0.1 -0.5 -0.3
Br 5.233 -2.962 -1.289 0.2 0.1 0.0
H 4.532 -2.361 1.505 0.0 0.0 0.0
H 4.862 -4.102 1.525 0.0 -0.1 0.0
H 6.930 -3.784 0.292 0.2 0.1 0.0
H 6.826 -2.013 0.455 0.0 0.1 -0.2
Br -4.367 4.836 2.698 0.1 0.0 -0.2
C -2.468 5.135 2.338 0.0 -0.4 0.4
C -1.975 4.370 1.118 -0.3 1.0 0.5
Br -0.203 5.087 0.750 0.2 -0.2 -0.1
H -1.988 4.793 3.251 0.2 0.1 -0.1
H -2.332 6.204 2.239 -0.1 0.0 -0.1
H -2.596 4.634 0.269 0.1 -0.4 -0.2
H -1.895 3.308 1.303 -0.1 -0.1 -0.2



Record 4
92
Properties=species:S:1:pos:R:3:forces:R:3 method="wB97M-V/def2-TZVPD" smiles="CCOC(=O)OC.CCOC(=O)OC.CCOC(=O)OC.CCOC(=O)OC.ClCCCl.ClCCCl.ClCCCl.ClCCCl" largest_force_ev_per_a=4.8 orbital_gap_ev=10.48 homo_energy_ev=-10.20
Cl -3.296 2.615 4.105 0.4 -0.2 -0.6
C -1.949 1.485 4.531 -0.7 0.7 1.5
C -2.111 1.282 6.049 2.2 0.7 -0.1
Cl -1.917 2.826 7.056 -0.1 -0.9 -0.8
H -0.987 1.840 4.203 0.1 0.7 0.2
H -2.057 0.548 4.029 -0.6 -0.6 -0.3
H -1.322 0.621 6.433 -0.4 0.2 -0.2
H -3.072 0.911 6.267 -1.1 -0.4 0.3
Cl -2.037 1.011 -2.473 -0.3 0.0 -0.4
C -3.717 1.094 -3.104 -0.5 -1.3 -0.8
C -4.646 0.188 -2.264 1.0 0.1 -1.1
Cl -4.319 -1.567 -2.508 0.1 0.4 0.1
H -3.805 0.702 -4.190 0.7 0.6 1.8
H -4.024 2.145 -3.120 0.0 -0.3 0.3
H -5.608 0.334 -2.639 -1.7 0.2 -0.9
H -4.747 0.385 -1.229 0.7 0.2 1.1
Cl 0.864 -1.678 -4.271 -1.2 0.1 0.1
C -0.690 -2.266 -3.389 2.4 -0.3 0.8
C -0.754 -3.816 -3.639 -1.4 2.1 1.4
Cl -1.253 -4.129 -5.308 -0.3 -0.3 0.0
H -1.556 -1.619 -3.574 0.3 -0.5 -0.7
H -0.351 -2.016 -2.352 -0.6 -0.7 -0.6
H -1.500 -4.176 -2.857 0.9 -0.1 -1.3
H 0.236 -4.228 -3.524 0.0 -0.2 0.3
Cl -4.406 6.305 0.520 0.2 0.2 0.0
C -4.858 4.936 1.589 1.7 0.1 -1.6
C -5.157 3.741 0.746 -0.2 -1.4 0.7
Cl -3.707 2.724 0.433 -0.1 0.3 -0.2
H -5.635 5.289 2.155 -2.4 0.6 1.2
H -4.049 4.807 2.268 0.8 -0.4 0.3
H -5.579 3.992 -0.201 -0.2 0.4 -0.6
H -5.861 3.053 1.225 0.1 0.3 0.2
C 3.448 1.127 2.521 -0.8 -0.1 -1.4
C 2.069 0.757 3.021 0.9 -1.7 -1.7
O 2.378 -0.381 3.841 -1.4 0.7 0.3
C 1.414 -0.554 4.733 3.6 -3.1 0.8
O 0.420 0.031 4.947 -2.0 1.5 -0.1
O 1.869 -1.599 5.465 -1.0 0.2 0.8
C 1.034 -1.874 6.595 0.1 -1.0 0.8
H 3.371 1.917 1.779 0.3 0.4 0.1
H 3.886 0.273 1.992 -0.2 0.0 0.1
H 4.100 1.356 3.333 0.4 0.5 0.5
H 1.408 0.318 2.222 0.5 1.1 0.5
H 1.566 1.470 3.633 -0.3 0.8 0.1
H 1.454 -2.777 7.078 0.0 0.6 -0.3
H 0.025 -2.157 6.287 0.0 0.3 -0.1
H 1.002 -1.053 7.340 0.1 -0.3 -0.6
C 1.602 2.886 -2.944 -0.6 0.6 -0.8
C 2.310 3.223 -4.271 -0.1 -0.2 -0.5
O 3.664 2.684 -4.300 -0.3 -1.1 -1.4
C 3.793 1.672 -5.253 -0.3 0.9 1.7
O 2.973 1.325 -6.037 -1.0 0.0 -0.8
O 4.956 1.091 -5.108 0.9 0.9 0.8
C 5.154 -0.160 -5.707 0.6 -1.3 -0.4
H 1.804 3.627 -2.147 0.3 -0.6 -0.3
H 1.782 1.847 -2.641 0.2 0.3 0.1
H 0.512 2.969 -3.138 0.5 -0.1 0.1
H 2.385 4.300 -4.456 0.1 -0.2 0.3
H 1.802 2.800 -5.170 0.1 0.2 1.0
H 6.236 -0.192 -5.930 -0.5 -0.2 0.3
H 4.621 -0.303 -6.665 0.0 0.2 0.7
H 4.880 -0.947 -4.954 0.2 0.6 -0.9
C 3.414 -3.122 -0.978 -2.3 0.1 0.5
C 3.062 -4.560 -1.192 0.9 -1.6 -0.1
O 2.464 -5.162 -0.031 -0.7 -0.3 0.5
C 1.125 -5.124 0.027 0.6 0.4 -0.7
O 0.399 -4.404 -0.619 0.3 0.2 -0.1
O 0.705 -6.021 0.889 -0.2 -0.8 0.4
C -0.644 -5.820 1.321 -0.1 -0.1 1.2
H 3.735 -3.054 0.066 0.6 0.4 -0.4
H 2.440 -2.546 -1.041 1.3 -0.2 -0.1
H 4.118 -2.851 -1.749 0.3 0.6 0.1
H 3.965 -5.201 -1.366 -0.7 0.6 0.2
H 2.366 -4.772 -1.982 -0.1 0.4 -0.8
H -1.303 -5.461 0.555 -0.1 -0.3 -0.7
H -0.564 -4.991 2.022 -0.4 -0.2 0.5
H -1.041 -6.746 1.807 0.7 0.8 -0.5
C -0.132 3.998 0.358 -1.8 -0.6 -0.7
C 0.252 2.540 0.096 2.1 1.3 0.9
O -0.709 1.737 0.748 -0.4 0.4 0.0
C -0.570 0.473 0.438 0.8 -0.6 0.0
O 0.358 -0.045 -0.116 1.0 0.1 -0.8
O -1.582 -0.195 0.882 -1.1 -0.4 1.5
C -1.593 -1.567 0.616 -1.5 -0.6 -3.3
H 0.573 4.713 0.029 1.1 0.5 -0.6
H -0.353 4.260 1.385 0.1 -0.5 0.4
H -1.072 4.207 -0.195 0.4 -0.1 0.3
H 1.273 2.332 0.581 -1.3 0.1 -0.9
H 0.285 2.280 -0.976 0.0 0.2 0.7
H -2.109 -1.672 -0.378 0.1 -0.1 0.8
H -2.166 -2.057 1.326 -1.3 -0.6 1.6
H -0.742 -2.182 0.449 1.7 0.5 0.4